# C5H8O

One molecule with the formula C5H8O (wB97M-V/def2-TZVPD, OMol25).

Positions of all 14 atoms, in Å:
O  0.9975  -1.5715  -0.7262
C  0.7383  -0.6236  0.2959
C  1.0207  0.8705  -0.0697
C  -0.2645  1.6525  -0.2569
C  -1.2877  0.5310  -0.2883
C  -0.7276  -0.4893  0.7251
H  0.4836  -1.3638  -1.5156
H  1.3732  -0.9682  1.1174
H  1.5185  0.9904  -1.0526
H  1.7015  1.3464  0.6556
H  -0.6916  0.0568  1.6751
H  -1.2379  0.1600  -1.3391
H  -2.3309  0.8231  -0.1161
H  -1.2931  -1.4141  0.8953

Output
Lowest unoccupied orbital energy   -0.1 eV
Charge   0
Electronic energy   -7358.343 eV
Kohn-Sham gap   8.5 eV
Multiplicity   1
HOMO level   -8.6063 eV

Mulliken population analysis, charges in e, atoms 1 to 8: -0.527, -0.172, -0.390, -0.484, -0.390, -0.617, 0.352, 0.341

---

# C16H56N12O12

A 12-piece molecular cluster, C16H56N12O12 overall (wB97M-V/def2-TZVPD, OMol25).

Positions of all 96 atoms, in Å:
N  -16.0236  -6.5663  18.7931
C  -16.6936  -6.3561  17.7452
N  -16.1580  -6.7111  16.5943
O  -17.8039  -5.5737  17.7088
H  -16.2722  -5.9349  19.5681
H  -15.3124  -7.3266  18.9102
H  -15.2142  -7.2574  16.4150
H  -16.6405  -6.5704  15.7136
N  -12.1730  -4.2962  15.9739
C  -11.2806  -3.4829  16.4453
N  -11.5552  -2.2586  16.4866
O  -10.1411  -4.0151  17.0031
H  -11.6892  -5.2452  15.7324
H  -12.7917  -4.0226  15.2415
H  -10.7865  -1.6505  16.7897
H  -12.3003  -1.8480  15.9414
N  -13.8595  -9.6394  15.4697
C  -14.0612  -8.4727  14.9952
N  -13.8352  -7.5501  15.8938
O  -14.6017  -8.1302  13.7851
H  -14.2019  -10.4272  14.8733
H  -13.6855  -9.8405  16.4896
H  -13.8454  -6.5709  15.5832
H  -13.1452  -7.7352  16.6774
N  -14.0918  -4.3070  17.7766
C  -14.0046  -3.5272  18.7827
N  -13.1796  -2.4970  18.6346
O  -14.6201  -3.7281  20.0317
H  -14.5521  -5.2264  17.9133
H  -13.4644  -4.2383  16.9713
H  -13.0769  -1.8859  19.5331
H  -12.5168  -2.4643  17.8505
N  -7.9285  -1.4176  18.5200
C  -9.1068  -1.1942  19.0919
N  -10.0482  -2.0980  18.9754
O  -9.4016  -0.0243  19.8180
H  -7.1493  -0.7981  18.5114
H  -7.6083  -2.3332  18.3332
H  -10.8620  -1.8941  19.5624
H  -10.1061  -3.0727  18.5039
N  -15.7354  -2.7754  16.3020
C  -15.7601  -1.4634  16.4231
N  -14.7610  -1.0682  17.1086
O  -16.5224  -0.5549  15.7220
H  -16.5325  -3.2282  15.8312
H  -15.1780  -3.3799  16.9792
H  -14.4996  -0.0595  17.2216
H  -14.1499  -1.7320  17.5669
C  -12.5079  -6.0757  20.9079
C  -11.7166  -5.5296  19.7326
O  -12.2456  -6.0447  18.5094
H  -12.1008  -5.7473  21.8061
H  -12.3196  -7.1718  20.8847
H  -13.5480  -5.8407  20.8388
H  -10.6827  -5.9167  19.9466
H  -11.7051  -4.4715  19.9174
H  -12.9118  -5.3112  18.2143
C  -10.9473  -2.6015  22.3279
C  -12.2834  -1.9878  22.0990
O  -12.1159  -1.3323  20.8185
H  -10.8736  -2.7805  23.3809
H  -10.1164  -2.0244  21.9116
H  -10.8605  -3.5917  21.8920
H  -12.3462  -1.1877  22.8019
H  -13.0985  -2.7029  22.0677
H  -11.3506  -0.7957  20.8016
C  -15.1112  -1.3079  12.7277
C  -13.9297  -0.9173  13.6332
O  -13.5424  -2.0538  14.4146
H  -14.8731  -2.0775  12.0002
H  -15.5120  -0.4356  12.2197
H  -15.9970  -1.5548  13.2422
H  -14.3075  -0.1166  14.3147
H  -13.0495  -0.6442  13.0355
H  -14.2910  -2.3242  14.9288
C  -17.6701  -0.0453  19.3462
C  -17.3188  -1.4832  19.6601
O  -16.2027  -1.5096  20.5287
H  -17.0725  0.2060  18.4871
H  -17.4634  0.6796  20.1346
H  -18.6488  0.0251  19.0365
H  -16.9855  -2.0215  18.7649
H  -18.0586  -1.9992  20.1913
H  -15.8009  -2.4024  20.5581
C  -13.8377  -4.9854  13.2551
O  -14.4269  -5.0925  14.5434
H  -14.2870  -5.7421  12.6037
H  -12.7733  -5.2660  13.4354
H  -13.8871  -4.0136  12.8156
H  -15.4055  -5.0379  14.4843
C  -12.4653  1.1353  18.2152
O  -12.5854  2.4091  17.5701
H  -12.2603  0.3520  17.4874
H  -13.3181  0.8746  18.7793
H  -11.6856  1.1671  18.9110
H  -13.4495  2.4263  17.1372

Output
Lowest unoccupied orbital energy   -0.3 eV
Charge   0
Electronic energy   -59947.753 eV
Kohn-Sham gap   8.8 eV
Multiplicity   1
HOMO level   -9.0365 eV
SMILES   NC(N)=O.NC(N)=O.NC(N)=O.NC(N)=O.NC(N)=O.NC(N)=O.CCO.CCO.CCO.CCO.CO.CO

Mulliken population analysis, charges in e, atoms 1 to 8: -0.343, 0.481, -0.234, -0.742, 0.213, 0.235, 0.315, 0.194

---

# C4H12

A 2-piece molecular cluster, C4H12 overall (wB97M-V/def2-TZVPD, OMol25).

Positions of all 16 atoms, in Å:
C  2.5638  4.8767  -0.4008
C  3.9378  4.1675  -0.3216
H  1.7180  4.2090  -0.5667
H  2.4266  5.6579  -1.1523
H  2.4336  5.4043  0.5544
H  4.5469  4.4883  0.5194
H  3.7498  3.0956  -0.2632
H  4.4896  4.4140  -1.2305
C  -3.8547  -4.7506  0.7416
C  -2.6337  -4.3081  -0.0324
H  -4.7332  -4.3431  0.2613
H  -3.8250  -4.2620  1.7196
H  -4.0239  -5.8143  0.8846
H  -2.6216  -3.2212  0.0416
H  -1.7031  -4.7182  0.3488
H  -2.6899  -4.5082  -1.1038

Output
Lowest unoccupied orbital energy (spin up / spin down)   3.0 / 3.2 eV
Charge   -1
Electronic energy   -4340.501 eV
Kohn-Sham gap (spin up / spin down)   1.3 / 11.0 eV
Multiplicity   2
HOMO level (spin up / spin down)   1.7595 / -7.7111 eV

Mulliken population analysis, charges in e, atoms 1 to 8: -3.132, -1.608, 0.798, 0.882, 0.688, 0.577, 0.501, 0.512

---

Energy above the lowest of the compared OMol25 structures with the same formula, charge and spin, record by record: 3.912; 8.757; 0.535 eV